Record 1
The following is a quantum chemistry calculation of a structure of composition C22H47CrNO8P2, from the Open Molecules 2025 dataset.

Computed properties:
**<S²>**: 6.135
**Total energy**: -3250.419807 a.u.
**Kohn-Sham gap (alpha / beta)**: 6.83 / 6.45 eV
**Largest force on an atom**: 2.11 eV/Å
**2S+1**: 5
**Relative energy (zero: lowest compared OMol25 entry of this formula, charge and spin)**: 0.000 eV
**Net charge**: 0
**LUMO level (alpha / beta)**: 0.5 / 0.5 eV
**Highest occupied orbital energy (alpha / beta)**: -0.23232 / -0.21841 Eh

Each line ends with the Löwdin spin population.
Element x y z (Å)
Cr1 -0.34573 0.63885 -1.47319  3.51
C1 -3.86386 -2.32600 1.91587  0.00
C2 -2.87112 -3.37504 2.38880  0.00
C3 -2.58819 -3.25706 3.88405  0.00
O1 -1.64066 -3.33116 1.66642  0.00
P1 -0.84555 -2.07159 1.05595  0.01
O2 -1.60162 -1.18863 0.16083  0.04
C4 0.02210 -1.23614 2.43205  0.00
P2 1.33446 -0.27462 1.58853  0.00
O3 1.04213 0.03649 0.18944  0.03
O4 2.71275 -1.06263 1.55662  0.00
C5 3.47766 -1.77673 2.52759  0.00
C6 3.37657 -1.15627 3.91222  0.00
C7 3.09436 -3.25433 2.52797  0.00
O5 1.49128 0.95265 2.59388  0.00
C8 1.58650 2.35454 2.25826  0.00
C9 2.46129 2.56864 1.03441  0.00
C10 0.20111 2.96275 2.07974  0.00
O6 0.37347 -2.84523 0.41121  0.00
C11 0.38039 -3.07524 -1.00956  0.02
C12 -0.56519 -4.21028 -1.35989  0.00
C13 1.81491 -3.38616 -1.39750  0.00
H1 -4.80448 -2.43903 2.45021  0.00
H2 -4.04121 -2.43634 0.84981  0.00
H3 -3.46661 -1.32780 2.08504  0.00
H4 -3.26368 -4.37873 2.17297  0.00
H5 -2.25080 -2.24856 4.11082  0.00
H6 -1.81782 -3.96817 4.17340  0.00
H7 -3.48343 -3.46730 4.46386  0.00
H8 0.41328 -1.94504 3.14965  0.00
H9 -0.63924 -0.53326 2.92782  0.00
H10 4.50910 -1.68401 2.15922  0.00
H11 2.35130 -1.20405 4.26858  0.00
H12 3.67359 -0.11176 3.87878  0.00
H13 4.02153 -1.68746 4.60892  0.00
H14 2.07902 -3.39556 2.88745  0.00
H15 3.77466 -3.81706 3.16427  0.00
H16 3.15060 -3.64780 1.51754  0.00
H17 2.06575 2.78159 3.15277  0.00
H18 1.88028 2.35974 0.13751  0.00
H19 3.31390 1.89280 1.07389  0.00
H20 2.81846 3.59523 0.99546  0.00
H21 -0.22860 2.64141 1.12935  0.00
H22 0.27783 4.04840 2.07599  0.00
H23 -0.45299 2.67008 2.89834  0.00
H24 0.04762 -2.14097 -1.50113  0.02
H25 -0.28054 -5.11493 -0.82590  0.00
H26 -0.53260 -4.39610 -2.42935  0.00
H27 -1.57825 -3.93805 -1.07735  0.00
H28 2.14109 -4.31236 -0.92963  0.00
H29 2.46113 -2.57524 -1.07453  0.00
H30 1.88439 -3.49443 -2.47572  0.00
O7 -0.00153 2.51505 -1.04905  0.00
C14 -0.78849 2.47364 -2.10570  -0.14
C15 -0.30223 3.14935 -3.40755  -0.01
C16 0.16109 4.60156 -3.23060  -0.01
C17 -0.86780 5.54035 -2.60103  0.00
C18 -1.27310 5.11091 -1.19100  0.00
C19 -2.43884 4.11724 -1.16461  -0.01
N1 -2.17426 2.81373 -1.78768  -0.01
H31 -1.12653 3.10235 -4.12647  0.00
H32 0.54136 2.58608 -3.82248  0.00
H33 0.43593 4.99251 -4.21506  0.00
H34 1.05583 4.59109 -2.60353  0.00
H35 -1.76076 5.60725 -3.22836  0.00
H36 -0.42665 6.54201 -2.55816  0.00
H37 -1.56044 5.98788 -0.59982  0.00
H38 -0.41756 4.64185 -0.70648  0.00
H39 -3.30879 4.57325 -1.65033  0.00
H40 -2.70140 3.94191 -0.11235  0.00
H41 -2.73032 2.69928 -2.62579  0.00
C20 1.45102 -0.45916 -3.85522  0.03
O8 0.11302 -0.86259 -3.99163  0.11
C21 -0.76978 -0.47363 -2.99157  0.31
C22 -2.13755 -0.95700 -3.39049  0.05
H42 2.03338 -1.21453 -3.31530  0.00
H43 1.51330 0.48944 -3.30200  0.01
H44 1.86023 -0.33992 -4.86044  0.00
H45 -2.07914 -1.84114 -4.03176  0.00
H46 -2.65066 -0.16325 -3.93885  0.01
H47 -2.71967 -1.17751 -2.49844  0.01

Record 2
The following is a quantum chemistry calculation of a cluster of 2 separate species, C22H47N3O4PS in total, from the Open Molecules 2025 dataset.

Computed properties:
**Total energy**: -2070.951207 a.u.
**Kohn-Sham gap**: 9.43 eV
**Largest force on an atom**: 1.64 eV/Å
**Net charge**: +1
**LUMO level**: -3.0 eV
**Highest occupied orbital energy**: -0.45688 Eh

Each line ends with the Löwdin charge.
Element x y z (Å)
C1 2.28754 2.54433 2.18293  -0.11
C2 3.31187 3.68265 1.97369  -0.24
C3 3.52338 3.99985 0.47438  -0.21
C4 2.93557 5.35633 0.08104  -0.21
C5 1.39929 5.35718 0.02058  -0.21
C6 0.90329 5.08509 -1.39926  -0.21
C7 -0.56644 4.61708 -1.38032  -0.20
C8 -0.58418 3.08620 -1.43178  -0.24
C9 -1.94694 2.49770 -1.08503  -0.18
C10 -1.96261 0.96422 -0.83547  -0.18
C11 -0.73536 0.23112 -1.36628  -0.19
C12 -0.81822 -1.31219 -1.13159  -0.12
C13 0.42749 -1.71015 -0.44357  -0.23
C14 0.63139 -1.76875 0.87703  0.05
N1 1.95709 -2.12293 1.06070  -0.02
C15 2.72601 -2.28134 2.31909  -0.11
C16 1.93565 -2.91701 3.44871  -0.16
C17 2.80263 -2.87870 4.72491  -0.18
C18 3.18044 -4.26875 5.18956  -0.27
O1 2.06573 -5.01053 5.66185  -0.05
C19 2.53120 -2.29186 -0.10631  -0.07
N2 1.61363 -2.03886 -1.06872  -0.10
P1 1.99971 -2.15451 -2.77564  0.78
N3 0.95652 -1.51768 -3.71336  -0.24
H1 1.56885 2.54201 1.37107  0.04
H2 1.78137 2.64941 3.13708  0.07
H3 2.81466 1.59227 2.16296  0.05
H4 3.00923 4.56265 2.52820  0.10
H5 4.25371 3.35811 2.40455  0.10
H6 4.59520 4.05674 0.29386  0.10
H7 3.10008 3.18969 -0.11557  0.10
H8 3.24447 6.10228 0.80705  0.11
H9 3.34056 5.64250 -0.88696  0.11
H10 1.01538 6.29364 0.41040  0.11
H11 0.99106 4.56759 0.65193  0.09
H12 1.51769 4.28051 -1.80195  0.10
H13 1.00925 5.97979 -2.00443  0.11
H14 -1.09419 4.97892 -2.25617  0.11
H15 -1.02951 4.97325 -0.46441  0.11
H16 -0.35217 2.82678 -2.46102  0.12
H17 0.18730 2.72979 -0.75020  0.09
H18 -2.65610 2.73361 -1.87384  0.12
H19 -2.29189 2.97631 -0.17076  0.11
H20 -2.83603 0.53403 -1.31021  0.08
H21 -1.98885 0.80525 0.24046  0.11
H22 -0.52423 0.41742 -2.41466  0.10
H23 0.12504 0.60350 -0.81505  0.09
H24 -1.66523 -1.51105 -0.48951  0.11
H25 -0.92921 -1.80849 -2.08548  0.09
H26 -0.04133 -1.58372 1.68584  0.15
H27 3.05407 -1.29204 2.62908  0.13
H28 3.61017 -2.86826 2.09621  0.13
H29 1.01181 -2.36500 3.58769  0.11
H30 1.72953 -3.95921 3.22112  0.12
H31 3.74202 -2.37665 4.49589  0.11
H32 2.33209 -2.31268 5.52467  0.12
H33 3.90922 -4.19352 5.99818  0.12
H34 3.67264 -4.79582 4.37405  0.12
H35 1.48780 -4.37622 6.09535  0.09
H36 3.56161 -2.55842 -0.23247  0.16
H37 3.28697 -1.59342 -2.85574  0.03
H38 2.09868 -3.54001 -2.96823  0.02
H39 1.34676 -0.78177 -4.28872  0.00
O2 -3.97841 -1.43327 -1.81707  -0.29
S1 -4.69388 -2.15044 -2.83419  0.57
O3 -5.68615 -1.48334 -3.61067  -0.26
O4 -5.30361 -3.46537 -2.19650  -0.26
C20 -6.18363 -3.32942 -1.05404  -0.24
C21 -7.53892 -2.75461 -1.41390  -0.07
C22 -3.55173 -2.92380 -3.92547  -0.12
H40 -5.68978 -2.73423 -0.28405  0.11
H41 -6.29963 -4.33833 -0.66466  0.12
H42 -7.45775 -1.73092 -1.77413  0.07
H43 -8.18518 -2.75160 -0.53623  0.09
H44 -8.00837 -3.34465 -2.20037  0.09
H45 -2.80246 -3.45649 -3.34591  0.07
H46 -3.08814 -2.13208 -4.51064  0.08
H47 -4.09555 -3.59972 -4.57962  0.08

Record 3
The following is a quantum chemistry calculation of a structure of composition C22H47NOP2SiZr, from the Open Molecules 2025 dataset.

Computed properties:
**Total energy**: -2015.657155 a.u.
**Kohn-Sham gap**: 6.58 eV
**Largest force on an atom**: 4.74 eV/Å
**Relative energy (zero: lowest compared OMol25 entry of this formula, charge and spin)**: 0.000 eV
**Net charge**: 0
**LUMO level**: 0.1 eV
**Highest occupied orbital energy**: -0.23884 Eh

Each line ends with the Löwdin charge.
Element x y z (Å)
Zr1 0.20503 -0.10276 -0.85455  1.06
Si1 0.60940 -1.95328 -2.71844  0.41
P1 0.95603 1.64442 -2.85258  0.72
N1 -1.62369 0.57686 -1.13837  -0.26
H1 3.34046 1.73090 -0.38503  0.05
C1 1.21481 3.43853 -2.67644  -0.27
H2 1.45703 3.89579 -3.64066  0.05
H3 2.03918 3.64031 -1.98364  0.04
H4 0.31115 3.91663 -2.27899  0.05
C2 2.41025 1.21537 -3.86488  -0.27
H5 2.47917 1.91250 -4.70911  0.05
H6 2.33141 0.19705 -4.25340  0.02
H7 3.32978 1.29163 -3.27385  0.03
C3 -0.37702 1.65499 -4.10808  -0.28
H8 -0.06403 2.25431 -4.97040  0.05
H9 -1.28783 2.08870 -3.67281  0.04
H10 -0.60979 0.63422 -4.42998  0.02
C4 2.42110 -2.64459 -2.64791  -0.35
H11 2.79266 -2.73523 -1.59987  0.01
H12 3.11780 -1.99828 -3.22697  0.00
H13 2.35050 -3.65436 -3.11209  0.01
H14 -0.33560 -3.10245 -2.26578  -0.10
H15 0.35520 -1.56201 -4.20913  -0.09
C5 -2.91929 0.63778 -1.45558  -0.48
C6 -5.13058 1.57136 -1.09794  -0.12
C7 -3.75573 1.64111 -0.90424  -0.07
C8 -3.47518 -0.35510 -2.31114  -0.06
C9 -4.83871 -0.41476 -2.49439  -0.12
C10 -5.66864 0.54251 -1.88045  -0.13
H16 -5.77596 2.31793 -0.64283  0.09
H17 -3.26825 2.42080 -0.30099  0.10
H18 -2.76353 -1.07795 -2.74209  0.09
H19 -5.26328 -1.20447 -3.12203  0.10
H20 -6.75765 0.47884 -2.03502  0.09
C11 3.33596 0.80430 0.03749  -0.58
O1 2.14546 0.02592 -0.08152  -0.46
C12 3.52651 1.52164 1.30770  -0.07
H21 4.58679 1.94585 1.29673  0.12
H22 3.22936 0.85144 2.09474  0.04
H23 2.85381 2.38182 1.49960  0.09
C13 4.55960 0.30946 -0.75333  -0.05
H24 5.11485 1.27994 -0.93166  0.09
H25 4.38785 -0.13294 -1.72960  0.05
H26 5.19346 -0.32736 -0.11062  0.08
C14 -0.57255 -3.38975 1.06162  -0.11
C15 -1.20227 -2.32352 2.00835  -0.52
C16 -1.20145 -2.81631 3.45453  -0.12
P2 -0.47851 -0.64924 1.72508  1.00
C17 -1.77388 0.58632 2.19073  -0.55
C18 -2.56011 0.25675 3.44150  -0.12
C19 -1.23059 2.01835 2.20605  -0.12
C20 0.97005 -0.43469 2.83321  -0.57
C21 0.64825 -0.17558 4.29905  -0.11
C22 1.98066 -1.53930 2.67483  -0.13
H27 0.48672 -3.54244 1.29491  0.07
H28 -0.67271 -3.11674 0.00861  0.02
H29 -1.10585 -4.32773 1.22308  0.08
H30 -2.26020 -2.17369 1.69664  0.12
H31 -0.18465 -3.03883 3.82762  0.07
H32 -1.70183 -2.12647 4.14980  0.06
H33 -1.76897 -3.76449 3.48608  0.09
H34 -2.47116 0.52082 1.30639  0.09
H35 -1.94164 0.24166 4.34465  0.06
H36 -3.31979 1.04855 3.58787  0.09
H37 -3.10388 -0.69865 3.36409  0.07
H38 -0.78150 2.31066 1.23521  0.06
H39 -2.06553 2.71901 2.40069  0.09
H40 -0.48247 2.16453 2.98983  0.06
H41 1.43380 0.50202 2.43955  0.07
H42 0.11305 -1.01439 4.74704  0.06
H43 1.60208 -0.06772 4.84272  0.09
H44 0.08182 0.75230 4.46556  0.06
H45 2.31982 -1.66016 1.62263  0.07
H46 2.90257 -1.30202 3.26789  0.10
H47 1.60085 -2.51662 3.03429  0.07